This record from the OMol25 dataset describes 16 unconnected molecules or ions with the total composition C20H73BrF3O18P3. The level of theory is the ωB97M-V functional and the def2-TZVPD basis.

Each line ends with the Mulliken charge.
Positions of all 118 atoms, in Å:
C  1.240  -2.657  1.904  -1.162
P  0.233  -1.959  0.508  0.738
C  0.589  -2.854  -1.092  -1.070
P  -1.947  -2.120  0.930  0.127
Br  -1.643  -4.135  2.098  -0.416
C  -2.985  -2.981  -0.369  -0.749
C  -4.212  -3.814  0.139  -1.306
C  -5.090  -3.120  1.193  1.005
F  -5.098  -1.768  1.098  -0.085
F  -6.391  -3.520  0.978  -0.298
F  -4.801  -3.437  2.473  -0.215
P  -2.207  -0.111  -0.020  0.953
O  -3.580  0.176  -0.543  -0.708
O  -1.886  1.027  1.165  -0.530
O  -1.008  0.098  -1.143  -0.693
H  2.182  -2.065  1.924  0.339
H  0.752  -2.501  2.883  0.405
H  1.498  -3.721  1.736  0.388
H  1.377  -2.299  -1.635  0.370
H  0.906  -3.908  -0.943  0.255
H  -0.314  -2.861  -1.735  0.294
H  -2.437  -1.554  2.140  -0.030
H  -3.347  -2.304  -1.164  0.703
H  -2.301  -3.710  -0.857  0.199
H  -3.947  -4.825  0.500  0.395
H  -4.869  -3.972  -0.744  0.511
H  -2.525  0.825  1.875  0.294
H  -1.342  0.567  -1.931  0.381
C  -8.326  -4.336  4.074  -0.480
O  -8.050  -5.161  2.949  -0.543
H  -9.165  -4.768  4.616  0.260
H  -7.456  -4.294  4.736  0.222
H  -8.591  -3.327  3.749  0.215
H  -7.307  -4.765  2.481  0.299
C  -6.886  1.325  1.753  -0.450
O  -7.447  0.033  1.956  -0.526
H  -7.436  2.036  2.366  0.266
H  -5.834  1.332  2.050  0.134
H  -6.972  1.615  0.703  0.253
H  -6.950  -0.582  1.407  0.246
C  -1.411  4.052  -1.440  -0.651
O  -0.214  3.301  -1.649  -0.352
H  -1.307  5.011  -1.943  0.236
H  -2.265  3.514  -1.858  0.297
H  -1.558  4.216  -0.370  0.290
H  -0.326  2.457  -1.195  0.207
C  -0.433  -6.879  -1.057  -0.461
O  0.463  -6.139  -1.881  -0.480
H  -0.237  -6.623  -0.018  0.176
H  -1.468  -6.623  -1.300  0.208
H  -0.275  -7.951  -1.199  0.314
H  0.278  -6.375  -2.795  0.273
C  -3.945  -1.183  5.204  -0.724
O  -3.176  -1.787  4.168  -0.346
H  -3.654  -0.137  5.283  0.260
H  -5.010  -1.242  4.968  0.284
H  -3.750  -1.681  6.156  0.277
H  -3.442  -2.712  4.109  0.211
C  3.665  3.648  -2.615  -0.470
O  2.553  3.994  -3.445  -0.386
H  4.499  4.299  -2.870  0.279
H  3.405  3.788  -1.563  0.232
H  3.955  2.610  -2.789  0.277
H  1.823  3.409  -3.205  0.171
C  5.903  3.656  0.478  -0.401
O  6.160  2.809  -0.642  -0.472
H  5.093  3.226  1.060  -0.040
H  6.795  3.725  1.104  0.313
H  5.611  4.651  0.132  0.298
H  6.880  3.208  -1.143  0.274
C  2.458  2.261  1.370  -0.010
O  1.652  1.088  1.371  -0.386
H  3.078  2.261  2.265  -0.206
H  3.102  2.269  0.486  0.129
H  1.820  3.149  1.374  0.305
H  1.114  1.103  0.572  0.134
C  4.524  3.098  4.794  -0.551
O  5.271  2.587  3.700  -0.459
H  4.760  4.154  4.918  0.259
H  3.452  2.991  4.597  0.231
H  4.789  2.561  5.708  0.218
H  5.044  1.652  3.617  0.253
C  3.679  -0.616  5.290  -0.459
O  5.012  -0.142  5.116  -0.495
H  2.994  0.212  5.114  0.217
H  3.465  -1.415  4.576  0.192
H  3.540  -0.986  6.308  0.313
H  5.604  -0.884  5.274  0.268
C  5.521  -0.073  -3.004  -0.634
O  6.239  1.152  -2.967  -0.498
H  5.229  -0.273  -4.034  0.269
H  6.155  -0.888  -2.644  0.331
H  4.624  -0.001  -2.381  0.193
H  6.489  1.310  -2.047  0.342
C  -8.378  -2.696  -1.737  -0.411
O  -7.160  -3.028  -2.400  -0.502
H  -9.160  -3.363  -2.092  0.246
H  -8.263  -2.821  -0.658  0.120
H  -8.655  -1.663  -1.964  0.269
H  -6.485  -2.424  -2.073  0.289
C  0.384  4.341  -6.251  -0.519
O  0.012  5.346  -5.317  -0.507
H  -0.508  4.018  -6.786  0.256
H  1.105  4.745  -6.966  0.254
H  0.818  3.485  -5.728  0.200
H  0.814  5.618  -4.856  0.299
C  8.571  -1.807  -4.635  -0.265
O  8.023  -3.095  -4.368  -0.499
H  8.035  -1.076  -4.034  -0.009
H  9.630  -1.787  -4.365  0.268
H  8.451  -1.562  -5.693  0.238
H  8.507  -3.731  -4.905  0.292
C  2.151  7.440  -2.505  -0.453
O  2.902  6.912  -3.589  -0.502
H  2.392  8.497  -2.403  0.247
H  1.079  7.336  -2.698  0.213
H  2.409  6.922  -1.577  0.201
H  2.675  5.975  -3.663  0.236

The calculated total energy comes out at -6057.61199 Eh. As for the maximum force: 2.29 eV/A. The calculation puts the frontier orbital gap at 8.500 eV. As for the spin multiplicity: 1. The calculation puts the HOMO energy at -8.4 eV.

***

This record from the OMol25 dataset describes a molecular structure, C24H31F3Ge2IrNO3S. The level of theory is the ωB97M-V functional and the def2-TZVPD basis.

Each line ends with the natural charge from an NBO analysis.
Positions of all 66 atoms, in Å:
Ir  0.300  -0.837  -0.054  0.608
C  3.648  -0.317  1.110  -0.641
C  2.343  -1.140  0.914  -0.744
Ge  2.390  -0.358  -1.113  1.657
C  3.294  -1.684  -2.186  -0.866
C  4.730  -1.278  -2.529  -0.621
C  2.721  1.476  -1.368  -0.785
C  1.744  2.380  -1.193  -0.348
Ge  -0.097  1.762  -0.794  1.627
C  -0.952  2.658  0.722  -0.862
C  -1.458  4.078  0.440  -0.615
C  -1.233  1.487  -2.362  -0.869
C  -1.551  2.734  -3.196  -0.616
C  1.999  3.824  -1.340  -0.061
C  1.004  4.692  -1.786  -0.211
C  1.266  6.040  -1.968  -0.188
C  2.527  6.542  -1.680  -0.158
C  3.523  5.692  -1.212  -0.193
C  3.265  4.344  -1.047  -0.188
H  4.154  -0.736  1.980  0.278
H  3.447  0.737  1.291  0.241
H  4.376  -0.390  0.291  0.226
H  1.823  -1.075  1.865  0.280
H  2.560  -2.193  0.734  0.252
H  2.682  -1.751  -3.091  0.274
H  3.229  -2.653  -1.694  0.261
H  4.766  -0.339  -3.082  0.223
H  5.176  -2.044  -3.162  0.256
H  5.362  -1.183  -1.646  0.212
H  3.708  1.776  -1.711  0.261
H  -0.256  2.666  1.561  0.232
H  -1.798  2.024  0.996  0.231
H  -0.644  4.777  0.274  0.227
H  -2.022  4.428  1.305  0.238
H  -2.129  4.117  -0.417  0.214
H  -2.150  1.033  -1.986  0.251
H  -0.747  0.747  -2.994  0.250
H  -2.039  3.518  -2.618  0.211
H  -2.237  2.450  -3.994  0.247
H  -0.662  3.149  -3.669  0.219
H  0.018  4.317  -2.025  0.209
H  0.488  6.697  -2.332  0.235
H  2.734  7.595  -1.814  0.239
H  4.502  6.086  -0.973  0.237
H  4.043  3.698  -0.661  0.212
F  -1.222  -4.469  -2.957  -0.270
C  -1.830  -3.654  -2.126  0.783
F  -1.832  -4.145  -0.900  -0.284
F  -3.054  -3.388  -2.525  -0.269
S  -0.898  -2.048  -2.115  2.262
O  0.460  -2.325  -1.469  -0.887
O  -0.828  -1.553  -3.437  -0.839
O  -1.551  -1.196  -1.071  -0.909
N  -0.196  0.020  1.677  -0.472
C  -0.605  0.296  2.716  0.538
C  -1.109  0.669  3.989  -0.185
C  -0.215  0.962  5.024  -0.153
C  -0.722  1.330  6.255  -0.197
C  -2.097  1.399  6.447  -0.121
C  -2.981  1.103  5.414  -0.197
C  -2.495  0.736  4.175  -0.151
H  0.853  0.902  4.860  0.231
H  -0.048  1.561  7.067  0.247
H  -2.486  1.684  7.415  0.246
H  -4.048  1.158  5.580  0.248
H  -3.169  0.499  3.363  0.235

The calculated total energy comes out at -6168.92917 Eh. As for the maximum force: 0.81 eV/A. The calculation puts the frontier orbital gap at 6.719 eV. As for the spin multiplicity: 1. The calculation puts the HOMO energy at -14.2 eV. As for the total charge: +2. The energy above the lowest of the compared OMol25 structures with the same formula, charge and spin is 0.000 eV.

***

This record from the OMol25 dataset describes a single C5H8O molecule. The level of theory is the ωB97M-V functional and the def2-TZVPD basis.

Each line ends with the natural charge from an NBO analysis.
Positions of all 14 atoms, in Å:
O  -1.726  -0.629  0.237  -0.715
C  -0.430  -0.854  0.773  -0.073
C  0.614  -1.265  -0.252  0.176
C  0.542  -0.102  -1.221  -0.588
C  0.234  1.145  -0.349  -0.406
C  0.334  0.447  1.016  -0.418
H  -2.008  -1.467  -0.155  0.472
H  -0.490  -1.491  1.664  0.176
H  1.385  0.088  1.071  0.226
H  -0.275  -0.365  -1.912  0.257
H  1.454  -0.003  -1.816  0.224
H  0.982  1.933  -0.471  0.212
H  -0.756  1.576  -0.530  0.224
H  0.142  0.986  1.945  0.235

The calculated total energy comes out at -270.39939 Eh. As for the maximum force: 0.57 eV/A. The calculation puts the frontier orbital gap at 8.480 eV. As for the spin multiplicity: 1. The calculation puts the HOMO energy at -8.5 eV. The energy above the lowest of the compared OMol25 structures with the same formula, charge and spin is 4.313 eV.